(1)
Entry from the Open Molecules 2025 dataset: a single C3H7N3OS molecule at a distorted geometry (wB97M-V/def2-TZVPD).

Results
HOMO level: -9.066 eV
charge: 0
relative energy (zero: lowest compared OMol25 entry of this formula, charge and spin): 144.3 kcal per mole
structure (SMILES): C/N=C(/C=N/O)NS

Cartesian coordinates (Å):
C1 -3.065 -0.952 -0.055
C2 -0.681 -0.230 0.091
C3 0.557 -1.027 -0.198
H1 -3.564 -1.923 -0.280
H2 -3.390 -0.012 -0.749
H3 -3.515 -0.813 0.963
H4 -1.729 1.604 0.431
H5 1.212 2.649 0.761
H6 0.243 -1.989 -0.860
H7 3.503 -1.120 0.438
N1 -1.527 -1.158 -0.094
N2 -0.644 1.010 0.631
N3 1.766 -0.612 0.192
O1 2.827 -1.520 -0.010
S1 0.412 2.021 -0.297

(2)
Entry from the Open Molecules 2025 dataset: 2 unconnected molecules or ions with the total composition C9H16ClN3 at a distorted geometry (wB97M-V/def2-TZVPD).

Results
HOMO level: -8.778 eV
charge: 0
relative energy (zero: lowest compared OMol25 entry of this formula, charge and spin): 68.4 kcal per mole

Cartesian coordinates (Å):
C1 1.143 1.744 -2.614
C2 0.288 0.838 -3.207
C3 0.073 0.832 -1.104
C4 -0.300 -1.169 2.640
C5 1.027 -1.374 0.474
C6 -1.081 -1.031 -2.333
C7 -1.708 1.235 1.091
C8 1.094 0.742 1.884
C9 0.212 -0.407 1.336
N1 0.983 1.758 -1.306
N2 -0.436 0.251 -2.192
N3 -0.901 0.083 0.595
Cl1 2.635 0.242 2.545
H1 1.883 2.284 -3.094
H2 0.229 0.345 -4.135
H3 -0.834 -0.589 3.304
H4 0.579 -1.416 3.212
H5 -0.744 -2.168 2.329
H6 0.452 -2.234 0.146
H7 1.376 -0.831 -0.322
H8 1.816 -1.800 0.931
H9 -1.659 -1.168 -3.281
H10 -0.351 -1.754 -2.364
H11 -1.711 -1.334 -1.511
H12 -1.865 0.976 2.084
H13 -1.346 2.174 0.895
H14 -2.629 1.251 0.337
H15 1.235 1.301 1.028
H16 0.539 1.219 2.633

(3)
Entry from the Open Molecules 2025 dataset: a molecular structure, C3H4BeO2 at a distorted geometry (wB97M-V/def2-TZVPD).

Results
HOMO level (alpha / beta): -11.329 / -12.265 eV
charge: +1
relative energy (zero: lowest compared OMol25 entry of this formula, charge and spin): 105.6 kcal per mole
multiplicity: 2

Cartesian coordinates (Å):
C1 0.815 0.730 1.591
C2 1.046 0.276 0.294
H1 1.870 0.657 -0.315
H2 0.224 -0.314 -0.129
C3 1.287 -0.882 1.875
O1 2.393 -1.413 1.930
Be1 2.804 -2.412 2.354
H3 0.397 -1.428 2.237
O2 1.625 1.628 2.123
H4 1.175 2.481 2.193

(4)
Entry from the Open Molecules 2025 dataset: 3 unconnected molecules or ions with the total composition C11H20F9N5O2P2 at a distorted geometry (wB97M-V/def2-TZVPD).

Results
HOMO level: -7.360 eV
charge: 0
relative energy (zero: lowest compared OMol25 entry of this formula, charge and spin): 0.0 kcal per mole
structure (SMILES): C#CC[PH](N)(P(C)C)C(F)(F)C(F)(F)C(F)(F)C(F)(F)F.NC(N)=O.NC(N)=O

Cartesian coordinates (Å):
C1 0.153 1.223 0.693
C2 -1.133 1.495 0.587
C3 -2.701 1.862 0.494
P1 -3.835 0.446 -0.059
N1 -4.282 1.435 -1.492
P2 -3.622 -0.691 1.756
C4 -2.753 0.111 3.203
C5 -3.632 -2.536 1.697
C6 -3.486 -0.994 -1.272
F1 -4.487 -2.070 -1.221
F2 -3.733 -0.521 -2.649
C7 -1.969 -1.522 -1.370
F3 -1.214 -1.582 -0.170
F4 -1.272 -0.578 -2.248
C8 -1.795 -2.966 -2.104
F5 -2.715 -3.148 -3.214
F6 -2.087 -4.023 -1.154
C9 -0.321 -3.223 -2.711
F7 0.756 -2.658 -1.970
F8 -0.114 -4.666 -2.676
F9 -0.328 -2.870 -4.095
H1 1.315 1.233 0.680
H2 -2.730 2.821 -0.169
H3 -3.133 2.261 1.506
H4 -5.244 0.606 0.308
H5 -3.479 1.893 -1.946
H6 -4.978 2.167 -1.224
H7 -2.910 -0.523 4.168
H8 -1.625 0.308 3.106
H9 -3.284 1.127 3.425
H10 -2.797 -3.095 1.145
H11 -4.635 -2.907 1.231
H12 -3.637 -2.961 2.785
C10 4.104 0.024 1.065
O1 3.175 0.818 1.073
N2 4.706 -0.405 2.197
N3 4.612 -0.494 -0.077
H13 5.470 -1.057 2.212
H14 4.356 -0.042 3.070
H15 4.189 -0.198 -0.944
H16 5.375 -1.148 -0.105
C11 5.909 3.772 -0.725
O2 6.363 4.690 -1.389
N4 5.730 2.526 -1.224
N5 5.543 3.919 0.571
H17 5.358 1.759 -0.693
H18 5.990 2.376 -2.186
H19 5.660 4.832 0.980
H20 5.167 3.176 1.133

(5)
Entry from the Open Molecules 2025 dataset: a single C3H9N3O molecule at a distorted geometry (wB97M-V/def2-TZVPD).

Results
HOMO level: -9.051 eV
charge: 0
relative energy (zero: lowest compared OMol25 entry of this formula, charge and spin): 76.1 kcal per mole
structure (SMILES): C=C(ON)C(N)N

Cartesian coordinates (Å):
C1 -0.415 0.644 -0.402
C2 -0.135 -0.777 0.009
N1 2.219 -0.342 -0.352
N2 0.160 1.635 0.462
N3 -1.845 0.868 -0.252
C3 -0.861 -1.613 0.759
O1 1.146 -1.310 -0.467
H1 -0.117 0.812 -1.441
H2 2.617 -0.376 -1.292
H3 2.878 -0.843 0.245
H4 -0.195 1.450 1.397
H5 1.159 1.399 0.507
H6 -2.329 0.506 -1.069
H7 -1.973 1.878 -0.259
H8 -0.470 -2.595 1.014
H9 -1.839 -1.337 1.140

(6)
Entry from the Open Molecules 2025 dataset: 6 unconnected molecules or ions with the total composition C15H39Br6O12P3 at a distorted geometry (wB97M-V/def2-TZVPD).

Results
HOMO level: -10.107 eV
charge: 0
relative energy (zero: lowest compared OMol25 entry of this formula, charge and spin): 0.0 kcal per mole
structure (SMILES): COP(=O)(OC)OC.COP(=O)(OC)OC.COP(=O)(OC)OC.BrCCBr.BrCCBr.BrCCBr

Cartesian coordinates (Å):
C1 -1.200 -2.975 2.700
O1 -0.813 -2.445 1.441
P1 0.621 -2.782 0.832
O2 0.751 -2.334 -0.548
O3 1.548 -2.165 1.933
C2 2.991 -2.310 1.727
O4 0.874 -4.330 1.070
C3 0.649 -5.261 -0.032
H1 -0.423 -2.694 3.385
H2 -1.320 -4.073 2.672
H3 -2.134 -2.510 3.013
H4 3.252 -1.775 0.814
H5 3.260 -3.376 1.698
H6 3.468 -1.877 2.596
H7 -0.386 -5.135 -0.258
H8 0.827 -6.226 0.456
H9 1.351 -5.142 -0.869
C4 0.959 -1.246 -3.459
O5 -0.326 -1.077 -4.209
P2 -1.501 -2.146 -4.361
O6 -1.109 -3.491 -3.997
O7 -2.003 -2.047 -5.896
C5 -1.054 -2.412 -6.864
O8 -2.801 -1.616 -3.591
C6 -3.022 -1.989 -2.294
H10 1.384 -2.245 -3.348
H11 0.686 -0.853 -2.494
H12 1.638 -0.546 -3.917
H13 -1.296 -1.918 -7.800
H14 -1.169 -3.482 -7.040
H15 -0.037 -2.175 -6.536
H16 -2.598 -1.204 -1.615
H17 -2.535 -2.892 -1.939
H18 -4.116 -2.111 -2.182
C7 1.605 0.791 4.112
O9 1.565 2.107 3.722
P3 2.852 3.024 3.970
O10 3.618 2.739 5.184
O11 2.089 4.391 3.967
C8 2.896 5.536 4.342
O12 3.755 2.908 2.657
C9 3.036 3.128 1.444
H19 2.508 0.570 4.702
H20 1.496 0.097 3.253
H21 0.799 0.650 4.821
H22 3.583 5.174 5.134
H23 2.272 6.360 4.686
H24 3.541 5.880 3.499
H25 2.234 2.396 1.373
H26 3.719 2.883 0.635
H27 2.601 4.120 1.400
Br1 -1.718 1.562 2.004
C10 -1.003 0.680 0.419
C11 -1.611 1.274 -0.854
Br2 -0.912 3.042 -1.168
H28 -1.342 -0.354 0.545
H29 0.076 0.729 0.352
H30 -2.697 1.286 -0.846
H31 -1.220 0.730 -1.699
Br3 -5.058 -0.376 0.758
C12 -5.256 0.167 2.622
C13 -5.584 1.613 2.624
Br4 -5.227 2.408 4.443
H32 -4.290 0.026 3.102
H33 -6.040 -0.465 3.008
H34 -6.576 1.909 2.340
H35 -4.883 2.195 2.052
Br5 2.683 1.441 -1.930
C14 2.261 2.955 -3.135
C15 1.400 2.503 -4.267
Br6 1.122 3.925 -5.531
H36 3.235 3.327 -3.500
H37 1.749 3.676 -2.495
H38 0.438 2.126 -3.947
H39 1.868 1.728 -4.885

(7)
Entry from the Open Molecules 2025 dataset: a molecular structure, C28H22ClN2O5Tc at a distorted geometry (wB97M-V/def2-TZVPD).

Results
HOMO level (alpha / beta): -10.379 / -10.763 eV
charge: +1
relative energy (zero: lowest compared OMol25 entry of this formula, charge and spin): 81.9 kcal per mole
multiplicity: 4

Cartesian coordinates (Å):
Tc1 -0.151 -0.936 -1.229
C1 2.972 0.054 -2.199
C2 2.113 0.082 -0.977
C3 1.392 1.387 -0.657
C4 0.359 1.247 1.189
C5 0.671 -0.078 1.828
C6 1.390 -1.027 1.222
C7 2.008 -0.978 -0.121
H1 3.787 0.774 -2.080
H2 2.400 0.358 -3.077
H3 3.409 -0.927 -2.368
H4 1.383 2.060 -1.517
H5 -1.281 1.418 2.179
H6 0.324 -0.230 2.843
H7 1.557 -1.956 1.752
H8 2.561 -1.873 -0.385
O1 0.071 -4.700 1.310
C8 -1.242 -4.707 1.633
C9 -1.653 -5.671 2.551
C10 -2.973 -5.752 2.936
C11 -3.920 -4.870 2.414
C12 -3.523 -3.914 1.511
C13 -2.185 -3.808 1.101
C14 -1.815 -2.755 0.151
O2 -0.532 -2.636 -0.201
N1 -2.718 -1.946 -0.318
N2 -2.159 -0.993 -1.153
C15 -2.965 -0.159 -1.734
C16 -2.577 0.870 -2.643
C17 -3.592 1.750 -3.081
C18 -3.330 2.759 -3.969
C19 -2.028 2.906 -4.464
C20 -1.020 2.058 -4.068
C21 -1.262 1.026 -3.153
O3 -0.258 0.224 -2.829
H9 0.205 -4.018 0.631
H10 -0.906 -6.350 2.939
H11 -3.273 -6.510 3.647
H12 -4.956 -4.938 2.715
H13 -4.241 -3.222 1.093
H14 -4.018 -0.278 -1.494
H15 -4.594 1.613 -2.695
H16 -4.117 3.426 -4.289
H17 -1.810 3.693 -5.173
H18 -0.018 2.159 -4.464
Cl1 5.787 5.208 3.263
C22 4.555 4.270 2.517
C23 3.456 3.856 3.269
C24 2.471 3.104 2.676
C25 2.563 2.740 1.310
C26 3.688 3.182 0.573
C27 4.670 3.937 1.168
C28 1.572 1.976 0.699
O4 -0.590 1.983 1.808
O5 0.039 0.981 -0.287
H19 3.390 4.134 4.312
H20 1.611 2.795 3.254
H21 3.776 2.928 -0.477
H22 5.529 4.275 0.607

(8)
Entry from the Open Molecules 2025 dataset: a molecular structure, C17H41O13V at a distorted geometry (wB97M-V/def2-TZVPD).

Results
HOMO level (alpha / beta): 3.862 / 3.858 eV
charge: -3
multiplicity: 2

Cartesian coordinates (Å):
O1 -1.043 -0.116 -1.772
V1 -1.405 0.422 -0.317
O2 -0.017 0.505 0.516
C1 -3.912 1.117 0.389
O3 -3.042 1.399 1.197
O4 -5.007 0.859 0.884
O5 -3.628 0.938 -0.771
O6 -1.253 -3.159 2.015
C2 -2.102 -2.186 1.592
O7 -1.843 -1.588 0.537
O8 -3.029 -1.817 2.357
H1 -0.673 -3.235 1.254
C3 1.728 -2.378 -1.345
C4 0.659 -3.476 -1.118
C5 0.684 -4.672 -2.066
O9 0.893 -3.966 0.188
H2 2.685 -2.825 -1.074
H3 1.511 -1.497 -0.742
H4 1.770 -2.101 -2.398
H5 -0.313 -2.982 -1.140
H6 -0.048 -5.393 -1.700
H7 1.628 -5.215 -2.046
H8 0.405 -4.310 -3.056
H9 1.691 -4.498 0.174
C6 -1.298 -1.328 -5.018
C7 -2.395 -0.318 -5.410
C8 -2.382 1.057 -4.690
O10 -2.308 -0.048 -6.793
H10 -0.328 -0.833 -5.045
H11 -1.340 -2.170 -5.709
H12 -1.449 -1.677 -3.996
H13 -3.390 -0.731 -5.238
H14 -1.356 1.412 -4.797
H15 -2.491 1.048 -3.606
H16 -3.080 1.781 -5.111
H17 -3.046 0.518 -7.029
C9 0.954 3.345 -0.329
C10 -0.275 3.544 -1.214
C11 0.013 3.329 -2.713
O11 -1.304 2.708 -0.875
H18 0.679 3.546 0.706
H19 1.826 3.959 -0.553
H20 1.387 2.344 -0.335
H21 -0.539 4.594 -1.086
H22 0.560 4.202 -3.068
H23 -0.841 3.342 -3.390
H24 0.661 2.468 -2.876
H25 -2.148 3.051 -1.178
C12 4.755 0.823 3.183
C13 4.451 0.542 1.683
C14 3.033 0.049 1.434
O12 4.646 1.715 0.904
H26 4.435 -0.018 3.799
H27 4.229 1.674 3.615
H28 5.823 0.917 3.382
H29 5.193 -0.113 1.227
H30 2.374 0.397 2.230
H31 3.080 -1.039 1.474
H32 2.661 0.438 0.487
H33 4.693 2.516 1.432
C15 -0.918 0.094 6.617
C16 -1.440 0.534 5.227
C17 -0.337 0.510 4.162
O13 -2.503 -0.226 4.704
H34 -1.703 0.384 7.315
H35 -0.031 0.687 6.839
H36 -0.531 -0.925 6.634
H37 -1.788 1.566 5.221
H38 0.528 1.153 4.327
H39 -0.703 1.005 3.263
H40 -0.120 -0.502 3.820
H41 -2.276 -1.152 4.815

(9)
Entry from the Open Molecules 2025 dataset: 2 unconnected molecules or ions with the total composition C4H8O2 (wB97M-V/def2-TZVPD).

Results
HOMO level: -8.328 eV
charge: 0
relative energy (zero: lowest compared OMol25 entry of this formula, charge and spin): 82.1 kcal per mole
structure (SMILES): CCOC=C=O.[H][H]

Cartesian coordinates (Å):
C1 0.717 -1.453 1.432
C2 0.267 -0.353 0.489
O1 -0.672 -0.944 -0.392
C3 -1.207 -0.168 -1.386
C4 -1.264 1.145 -1.517
O2 -1.350 2.291 -1.763
H1 1.205 -2.253 0.866
H2 -0.149 -1.877 1.950
H3 1.420 -1.070 2.178
H4 -0.199 0.479 1.044
H5 1.115 0.058 -0.080
H6 -1.738 -0.733 -2.144
H7 1.171 2.265 -0.556
H8 0.685 2.614 -0.120

(10)
Entry from the Open Molecules 2025 dataset: a molecular structure, C38H88InN6O14 at a distorted geometry (wB97M-V/def2-TZVPD).

Results
HOMO level: -10.436 eV
charge: +1

Cartesian coordinates (Å):
In1 -3.517 -8.604 8.961
C1 1.263 -7.535 9.831
C2 -0.138 -7.510 9.540
C3 -0.894 -6.277 10.015
O1 -2.104 -6.184 9.855
C4 -0.132 -5.206 10.603
C5 1.263 -5.306 10.930
C6 1.990 -6.567 10.608
O2 3.149 -6.695 10.891
O3 1.831 -4.432 11.510
O4 -0.670 -8.361 8.876
H1 1.853 -8.368 9.455
H2 -0.669 -4.325 10.946
C7 2.244 -11.949 10.719
C8 2.927 -11.064 11.776
C9 4.419 -10.901 11.521
O5 4.995 -12.157 11.418
C10 6.376 -12.064 11.236
N1 2.192 -9.855 12.054
H3 2.844 -12.838 10.548
H4 2.026 -11.386 9.800
H5 1.279 -12.290 11.093
H6 2.905 -11.763 12.628
H7 4.860 -10.333 12.357
H8 4.610 -10.314 10.603
H9 6.881 -11.756 12.155
H10 6.597 -11.399 10.398
H11 6.734 -13.060 10.981
H12 2.305 -9.196 11.291
H13 2.675 -9.408 12.836
C11 -0.432 -6.256 15.875
C12 -0.791 -5.728 14.514
C13 -2.147 -5.086 14.413
O6 -3.151 -5.936 14.966
C14 -4.449 -5.427 14.776
N2 0.192 -4.666 14.169
H14 -0.517 -5.526 16.673
H15 0.570 -6.692 15.882
H16 -1.071 -7.125 16.081
H17 -0.713 -6.554 13.785
H18 -2.381 -4.752 13.383
H19 -2.168 -4.135 14.984
H20 -4.642 -4.570 15.434
H21 -5.164 -6.230 14.920
H22 -4.560 -5.047 13.744
H23 -0.022 -4.301 13.239
H24 1.142 -5.008 14.058
C15 -4.773 -12.334 12.890
C16 -4.181 -11.346 11.898
C17 -3.122 -12.041 11.083
O7 -2.451 -11.182 10.173
C18 -1.426 -11.894 9.577
N3 -5.178 -10.780 10.995
H25 -4.925 -13.350 12.491
H26 -5.727 -12.052 13.343
H27 -4.134 -12.553 13.761
H28 -3.691 -10.607 12.530
H29 -3.561 -12.879 10.520
H30 -2.368 -12.476 11.757
H31 -0.863 -11.230 8.914
H32 -1.723 -12.757 8.964
H33 -0.687 -12.257 10.303
H34 -5.523 -11.418 10.292
H35 -5.969 -10.368 11.463
C19 0.493 -1.437 9.964
C20 1.279 -1.731 8.664
C21 2.720 -1.247 8.818
O8 3.382 -1.167 7.567
C22 4.396 -2.152 7.324
N4 1.204 -3.183 8.435
H36 -0.474 -1.940 9.890
H37 0.371 -0.381 10.182
H38 1.007 -1.943 10.794
H39 0.796 -1.109 7.902
H40 3.264 -1.869 9.538
H41 2.675 -0.216 9.192
H42 3.965 -3.109 7.013
H43 5.005 -2.305 8.227
H44 5.091 -1.744 6.594
H45 2.072 -3.513 8.035
H46 0.973 -3.712 9.253
C23 -3.262 -2.234 9.879
C24 -3.183 -2.858 11.276
O9 -3.509 -4.244 11.279
H47 -3.073 -2.943 9.072
H48 -2.508 -1.444 9.832
H49 -4.217 -1.749 9.681
H50 -3.922 -2.379 11.919
H51 -2.215 -2.619 11.738
H52 -2.796 -4.787 10.898
C25 5.520 -3.339 11.550
C26 5.590 -4.410 10.462
O10 5.786 -5.694 11.026
H53 5.787 -2.361 11.117
H54 6.248 -3.535 12.330
H55 4.507 -3.161 11.917
H56 6.427 -4.182 9.794
H57 4.684 -4.420 9.844
H58 4.964 -6.179 10.891
C27 -1.684 -5.458 6.701
O11 -2.093 -6.828 6.795
C28 -1.636 -7.545 5.682
C29 -1.312 -9.008 5.919
N5 -2.432 -9.863 6.264
C30 -2.052 -11.278 6.187
C31 -3.189 -12.206 6.531
O12 -3.984 -11.731 7.576
C32 -5.162 -12.467 7.634
H59 -1.867 -4.983 7.662
H60 -2.197 -4.989 5.860
H61 -0.598 -5.382 6.559
H62 -0.697 -7.163 5.251
H63 -2.361 -7.464 4.855
H64 -0.508 -9.140 6.645
H65 -0.828 -9.368 4.989
H66 -3.177 -9.765 5.574
H67 -1.231 -11.468 6.879
H68 -1.704 -11.582 5.186
H69 -2.752 -13.184 6.793
H70 -3.795 -12.419 5.637
H71 -5.755 -12.469 6.711
H72 -5.844 -12.106 8.406
H73 -4.959 -13.517 7.904
C33 -5.337 -5.372 7.376
O13 -5.341 -6.276 8.480
C34 -6.170 -5.816 9.516
C35 -6.063 -6.745 10.695
N6 -4.641 -6.867 11.094
C36 -4.479 -7.586 12.358
C37 -3.021 -7.829 12.651
O14 -2.397 -8.657 11.700
C38 -1.127 -9.129 12.186
H74 -6.356 -5.079 7.090
H75 -4.921 -5.902 6.521
H76 -4.771 -4.466 7.615
H77 -7.211 -5.906 9.165
H78 -5.961 -4.781 9.789
H79 -6.474 -7.749 10.584
H80 -6.613 -6.257 11.521
H81 -4.306 -5.948 11.388
H82 -5.069 -8.489 12.379
H83 -4.855 -6.982 13.202
H84 -2.950 -8.239 13.670
H85 -2.501 -6.856 12.662
H86 -0.691 -9.824 11.485
H87 -1.314 -9.696 13.114
H88 -0.516 -8.269 12.490